No. 1
{
  "formula": "C5H9NO",
  "method": "wB97M-V/def2-TZVPD",
  "species": ["C", "H", "H", "C", "C", "H", "H", "H", "H", "O", "H", "C", "H", "N", "C", "H"],
  "xyz": [[-1.263, 0.810, 1.434], [-0.036, -1.598, -1.784], [1.139, -1.372, 0.764], [-0.446, 1.843, 1.040], [-1.323, -0.224, 0.407], [-0.271, -0.162, -2.852], [2.486, -2.175, 1.391], [1.254, -0.568, -1.892], [0.929, 1.881, -0.710], [1.796, -2.043, 0.706], [-1.998, -1.028, 0.316], [-0.346, 0.122, -0.541], [-0.329, 2.902, 1.378], [0.229, 1.372, -0.144], [0.145, -0.524, -1.765], [-1.965, 0.764, 2.254]],
  "forces_ev_per_angstrom": [[-1.2, -0.2, -1.0], [-0.6, 0.0, 0.3], [-0.4, 1.1, 1.1], [1.1, -0.7, -1.4], [2.9, 2.3, -0.5], [0.7, -0.4, 2.8], [-1.4, 1.0, -0.4], [-0.6, 0.7, 0.4], [-0.9, -0.6, 0.8], [1.7, -2.0, -0.7], [-0.4, -0.8, 0.2], [0.0, 1.9, 1.4], [0.1, -1.5, -0.1], [-1.6, -0.5, 0.5], [0.4, -0.7, -3.5], [0.2, 0.5, 0.1]],
  "lumo_ha": 0.035,
  "relative_energy_kcal_mol": 39.4,
  "fmax_ev_per_a": 3.7,
  "smiles": "Cc1ccc[nH]1.O"
}


No. 2
{
  "formula": "C5H9NO",
  "method": "wB97M-V/def2-TZVPD",
  "species": ["C", "C", "C", "H", "H", "N", "H", "H", "H", "C", "H", "H", "C", "O", "H", "H"],
  "xyz": [[0.354, -1.615, -0.627], [0.545, -1.008, 1.804], [0.069, -0.640, 0.504], [-1.901, 1.353, 1.287], [0.372, 1.431, 1.079], [0.907, -1.301, 2.870], [1.366, 1.251, -1.321], [0.187, -2.639, -0.282], [-0.259, 0.814, -1.874], [0.032, 0.797, 0.259], [0.032, 2.418, -1.163], [-0.312, -1.453, -1.481], [0.297, 1.360, -1.108], [-1.675, 0.944, 0.431], [1.388, -1.558, -0.991], [-1.402, -0.156, 0.612]],
  "forces_ev_per_angstrom": [[0.0, -0.1, -0.1], [0.3, -0.3, 0.8], [0.2, 0.0, 0.0], [0.0, -0.1, -0.2], [0.0, -0.1, -0.1], [-0.3, 0.3, -0.9], [-0.1, 0.0, 0.0], [0.0, 0.1, 0.0], [0.1, 0.1, 0.1], [0.2, -0.1, 0.0], [0.0, -0.2, 0.0], [0.1, 0.0, 0.1], [0.0, 0.0, 0.0], [-0.2, 0.0, 0.2], [-0.1, 0.0, 0.0], [-0.1, 0.2, 0.0]],
  "lumo_ha": 0.018,
  "relative_energy_kcal_mol": 84.5,
  "fmax_ev_per_a": 1.0
}


No. 3
{
  "formula": "C5H9NO",
  "method": "wB97M-V/def2-TZVPD",
  "species": ["O", "H", "H", "H", "C", "H", "C", "N", "H", "H", "H", "C", "C", "H", "C", "H"],
  "xyz": [[-0.350, 0.933, 0.241], [1.250, -0.988, -1.863], [0.148, -2.671, 0.174], [2.041, 1.598, 0.224], [-2.426, 0.940, 1.867], [-0.891, -1.205, 0.392], [-1.518, 0.141, 1.583], [0.543, -0.789, -0.928], [-0.939, -2.262, -1.095], [-3.324, 1.517, 2.004], [2.678, 0.746, -1.158], [-0.329, -1.778, -0.325], [0.460, 0.529, -0.536], [1.547, 2.373, -1.410], [1.746, 1.438, -0.813], [-0.637, -0.523, 1.643]],
  "forces_ev_per_angstrom": [[0.1, 1.8, -1.3], [-2.9, 0.6, 4.0], [0.2, 1.3, -0.3], [-0.1, 0.8, -0.1], [1.5, -2.6, -0.5], [-0.5, -1.0, -0.8], [-2.6, 1.4, 3.6], [3.2, 0.0, -3.5], [-0.4, 0.4, 0.2], [0.5, -0.1, 0.0], [-2.3, 1.8, 0.0], [0.3, -1.5, -1.0], [3.6, -0.4, -1.2], [0.4, -1.2, 0.8], [0.8, -2.5, -0.8], [-1.6, 1.1, 1.0]],
  "lumo_ha": 0.024,
  "relative_energy_kcal_mol": 136.2,
  "fmax_ev_per_a": 4.9,
  "smiles": "CNC(C)=O.C#C"
}


No. 4
{
  "formula": "C5H9NO",
  "method": "wB97M-V/def2-TZVPD",
  "species": ["C", "O", "H", "C", "H", "C", "H", "H", "C", "H", "H", "N", "C", "H", "H", "H"],
  "xyz": [[1.678, -0.229, -0.294], [-0.368, -1.506, 1.367], [-1.034, -1.078, -1.561], [-0.576, -0.285, 0.909], [-1.370, 0.332, 1.367], [0.385, 1.868, 0.104], [-2.542, -0.721, -0.625], [2.658, 0.254, -0.292], [0.697, 0.525, 0.604], [1.320, -0.266, -1.328], [-0.985, -1.292, 0.172], [0.096, 2.908, -0.314], [-1.485, -0.477, -0.762], [1.141, 0.631, 1.605], [-1.389, 0.576, -1.033], [1.774, -1.247, 0.092]],
  "forces_ev_per_angstrom": [[0.0, 0.0, -0.1], [0.0, 0.0, 0.1], [0.0, 0.1, 0.1], [0.0, 0.3, 0.1], [0.1, -0.1, -0.1], [-0.3, 0.9, -0.4], [0.2, 0.0, 0.0], [-0.1, -0.1, 0.0], [0.0, 0.0, 0.0], [0.0, 0.0, 0.2], [-0.1, -0.1, -0.1], [0.3, -1.0, 0.4], [-0.1, 0.1, -0.2], [-0.1, 0.0, -0.1], [0.0, -0.2, 0.1], [0.0, 0.1, -0.1]],
  "lumo_ha": 0.028,
  "relative_energy_kcal_mol": 110.1,
  "fmax_ev_per_a": 1.1
}


No. 5
{
  "formula": "C5H9NO",
  "method": "wB97M-V/def2-TZVPD",
  "species": ["H", "H", "N", "C", "H", "H", "C", "H", "C", "H", "C", "C", "H", "H", "O", "H"],
  "xyz": [[-1.786, -0.291, -1.363], [-0.925, -2.229, 0.018], [2.256, 0.619, 0.817], [-0.651, -1.196, 0.263], [2.493, 1.613, 0.843], [1.452, -1.706, 0.117], [0.764, -0.969, -0.306], [0.751, -1.097, -1.395], [1.336, 0.380, -0.004], [-1.606, 0.777, 0.024], [-1.744, -0.267, -0.268], [0.089, 2.413, -0.270], [0.165, 2.270, 0.846], [-0.605, -1.141, 1.358], [0.731, 1.399, -0.798], [-2.720, -0.575, 0.118]],
  "forces_ev_per_angstrom": [[0.0, 0.0, 0.1], [0.1, 0.1, 0.1], [-0.3, 0.0, -0.3], [0.0, 0.0, 0.0], [0.0, -0.1, 0.0], [-0.1, 0.1, -0.1], [0.0, 0.0, 0.0], [0.0, 0.0, 0.1], [0.2, -0.1, 0.3], [-0.1, -0.2, 0.0], [-0.1, 0.0, 0.0], [0.3, -0.3, 0.1], [0.0, 0.1, -0.2], [0.0, 0.0, -0.1], [-0.1, 0.3, 0.0], [0.1, 0.0, -0.1]],
  "lumo_ha": 0.012,
  "relative_energy_kcal_mol": 95.9,
  "fmax_ev_per_a": 0.5
}


No. 6
{
  "formula": "C5H9NO",
  "method": "wB97M-V/def2-TZVPD",
  "species": ["H", "H", "O", "H", "N", "H", "C", "C", "H", "H", "C", "H", "C", "H", "H", "C"],
  "xyz": [[-0.374, -2.322, -0.003], [-1.003, 0.680, -0.490], [-1.327, -1.693, -1.716], [0.582, 1.511, -1.253], [0.448, 1.306, 0.973], [0.304, 2.291, 1.228], [-0.717, -0.278, 0.199], [-0.576, -1.461, -0.585], [-0.625, -1.605, -2.510], [-1.497, 0.584, 1.835], [-0.470, 0.387, 1.433], [2.151, 1.110, -0.738], [1.045, 0.984, -0.456], [1.461, -0.728, 0.320], [-0.142, -0.295, 2.200], [0.739, -0.472, -0.437]],
  "forces_ev_per_angstrom": [[0.5, -1.1, 0.2], [-0.6, -2.8, 1.1], [2.6, 0.6, -3.1], [-1.0, 0.8, -0.5], [3.4, 4.6, -0.7], [0.3, -0.8, -0.3], [-0.7, 1.8, -4.6], [1.5, 1.2, 0.5], [-2.6, -0.4, 2.6], [0.8, 1.6, -0.3], [-2.6, -2.4, 2.4], [-1.2, 0.2, 1.7], [0.3, -0.1, 0.2], [-0.2, -1.7, 0.3], [0.9, -0.4, 0.5], [-1.5, -1.1, -0.1]],
  "lumo_ha": 0.031,
  "relative_energy_kcal_mol": 147.7,
  "fmax_ev_per_a": 5.8,
  "smiles": "OC1[C@H]2CNC[C@H]12"
}